ORCA calculation (ωB97M-V/def2-TZVPD) on C32H74F3N2NiO14 as an isolated structure.

Each line ends with the Löwdin charge.
Cartesian coordinates (Å):
Ni  1.555  2.684  4.464  1.18
F  1.045  -1.066  1.055  0.16
F  1.161  0.957  0.218  0.10
F  2.250  0.614  1.768  0.09
O  -0.989  -0.527  5.781  -0.09
O  -3.985  1.849  -2.194  -0.08
O  -8.181  -1.654  3.563  -0.05
O  -7.341  1.381  4.371  -0.05
O  3.121  1.193  4.534  -0.09
O  -3.575  -0.611  -3.638  -0.04
O  -3.349  0.459  4.603  -0.07
O  4.054  3.901  1.428  -0.06
O  -5.537  -3.738  -0.567  -0.05
O  -0.873  -2.884  -3.887  0.09
O  0.244  1.294  3.454  -0.18
O  -1.216  -0.117  2.520  -0.09
O  1.067  1.361  6.222  -0.06
O  -6.196  -1.340  0.714  -0.06
N  0.459  -3.345  -4.174  0.09
N  4.809  4.218  0.285  -0.09
C  -6.894  -1.079  3.854  -0.23
C  5.627  3.072  -0.368  -0.47
C  2.108  0.509  6.572  -0.19
C  2.831  0.035  5.299  -0.19
C  6.439  3.646  -1.493  -0.17
C  4.829  1.807  -0.842  -0.02
C  1.932  -4.836  -5.461  -0.11
C  3.099  -3.846  -5.174  -0.17
C  -3.248  0.707  -1.610  -0.18
C  0.556  -4.126  -5.362  -0.45
C  -2.579  -0.186  -2.706  -0.23
C  2.990  -3.320  -3.776  -0.09
C  2.812  4.335  -1.336  -0.01
C  5.729  4.563  -2.484  -0.16
C  1.269  -2.665  -1.909  0.00
C  1.544  -2.578  -3.495  -0.34
C  -2.745  -1.723  2.236  -0.05
C  6.693  2.667  0.675  -0.05
C  -3.334  0.097  5.924  -0.22
C  -6.574  -1.687  -0.554  -0.29
C  -0.188  0.896  2.203  -0.27
C  -6.747  0.449  3.483  -0.24
C  -2.306  -1.089  5.990  -0.17
C  4.031  5.117  -0.639  -0.47
C  0.288  -3.168  -6.602  0.03
C  4.957  5.724  -1.755  -0.09
C  -2.002  -0.648  1.582  -0.34
C  3.488  6.260  0.174  -0.06
C  1.017  0.244  1.349  -0.49
C  -6.812  -3.166  -0.727  -0.24
C  -0.543  -5.265  -5.423  0.02
C  1.601  -1.081  -3.982  0.02
H  -0.412  -5.639  -4.408  0.10
H  -7.468  -1.076  -0.687  0.12
H  4.220  6.183  -2.415  0.12
H  2.303  -0.492  -3.392  0.10
H  -7.320  0.658  2.579  0.11
H  -6.715  -1.106  4.929  0.11
H  6.374  4.868  -3.308  0.11
H  -6.061  -1.245  -1.408  0.12
H  -2.524  0.656  4.154  0.06
H  -2.879  0.826  6.595  0.12
H  2.251  4.967  -2.024  0.08
H  7.481  2.035  0.267  0.09
H  -3.909  2.607  -1.610  0.08
H  0.244  0.869  6.264  0.08
H  -0.366  -3.710  -7.285  0.10
H  2.997  6.021  1.117  0.07
H  -0.994  -2.285  -4.627  0.10
H  -1.474  -4.709  -5.542  0.09
H  -2.520  -1.944  5.349  0.12
H  1.715  -0.945  -5.058  0.09
H  -5.368  -3.419  0.322  0.06
H  -2.084  -2.466  2.682  0.09
H  -1.673  0.323  -3.036  0.10
H  1.781  -1.937  -1.281  0.08
H  -3.974  0.185  -0.987  0.10
H  2.109  -5.204  -6.471  0.13
H  3.005  -3.123  -5.984  0.11
H  6.230  2.086  1.473  0.07
H  1.967  -5.691  -4.786  0.13
H  5.509  0.960  -0.754  0.08
H  1.858  -0.321  7.234  0.15
H  -6.668  2.057  4.485  0.08
H  4.470  4.430  2.112  0.09
H  3.270  3.589  -1.984  0.04
H  5.103  3.873  -3.050  0.09
H  2.125  3.798  -0.682  0.07
H  -4.318  -0.218  6.272  0.13
H  7.130  3.556  1.129  0.09
H  3.063  -4.007  -2.933  0.12
H  4.318  6.937  0.376  0.09
H  -2.110  -1.089  -2.316  0.09
H  -0.742  -0.358  4.869  0.05
H  3.726  -2.517  -3.737  0.12
H  -3.413  -2.228  1.538  0.08
H  -0.640  1.658  1.568  0.16
H  -2.581  1.242  -0.934  0.10
H  2.921  1.072  7.030  0.13
H  2.721  6.879  -0.292  0.09
H  -2.376  -1.542  6.979  0.12
H  4.089  -4.275  -5.332  0.13
H  0.222  -2.570  -1.620  0.07
H  -0.375  -6.004  -6.206  0.11
H  2.160  -0.608  4.730  0.13
H  6.731  2.743  -2.031  0.13
H  3.794  0.764  3.999  0.12
H  -0.323  -2.286  -6.409  0.08
H  -7.568  -3.450  0.004  0.12
H  -7.255  -3.550  -1.646  0.13
H  -6.968  -1.444  1.276  0.08
H  4.375  1.922  -1.827  0.07
H  -3.375  -1.414  3.070  0.06
H  -3.921  0.205  -4.006  0.08
H  0.603  -0.687  -3.788  0.07
H  -1.471  -1.033  0.711  0.12
H  4.089  1.479  -0.112  0.06
H  7.284  4.202  -1.088  0.13
H  -5.690  0.561  3.245  0.10
H  1.574  -3.599  -1.437  0.08
H  3.731  -0.540  5.513  0.15
H  5.671  6.469  -1.403  0.12
H  -8.546  -1.922  4.409  0.09
H  -5.945  -1.511  3.536  0.09
H  1.144  -2.829  -7.186  0.09
H  -2.721  0.017  1.103  0.12

Values from the calculation:
- 2S+1 = 4
- charge = +2
- frontier orbital gap (spin up / spin down) (eV) = 4.66 / 3.70
- <S²> = 3.7612
- energy (eV) = -115197.9065
- maximum force (eV/A) = 5.357

***

ORCA calculation (ωB97M-V/def2-TZVPD) on a 4-piece molecular cluster, C32H74N9O6P3 overall.

Each line ends with the Löwdin charge.
Cartesian coordinates (Å):
P  8.160  -1.335  2.437  0.77
P  -11.424  -1.568  0.172  0.77
P  1.385  1.711  1.298  0.77
O  1.638  1.612  -0.202  -0.30
O  -12.203  -0.789  -0.882  -0.30
O  -4.485  0.819  -5.864  0.15
O  7.488  -1.776  3.735  -0.30
O  -6.277  -0.137  -1.727  0.11
O  5.800  0.349  -3.064  -0.22
N  2.065  3.283  1.523  -0.34
N  -9.854  -1.043  -0.300  -0.32
N  0.794  1.748  2.998  -0.30
N  8.964  -2.828  2.101  -0.35
N  8.687  -0.731  0.817  -0.30
N  -12.121  -0.821  1.566  -0.35
N  9.105  -0.070  3.130  -0.33
N  -10.626  -2.780  1.241  -0.31
N  2.362  0.360  1.713  -0.33
C  -4.166  0.733  -2.451  0.05
C  7.558  -0.469  -0.101  -0.14
C  2.463  1.835  -3.807  -0.19
C  1.221  4.348  0.978  -0.12
C  9.787  -1.287  0.051  -0.14
C  -5.153  -1.426  -3.385  0.01
C  -9.062  -0.044  0.383  -0.13
C  1.315  2.618  4.037  -0.13
C  4.371  0.208  -3.013  -0.19
C  3.701  0.443  2.235  -0.14
C  3.478  3.563  1.313  -0.12
C  -1.339  1.300  -4.663  -0.18
C  8.430  0.688  4.183  -0.15
C  -10.396  -2.603  2.662  -0.14
C  -9.669  -0.887  -1.743  -0.14
C  -3.644  0.979  -3.636  -0.15
C  2.290  -0.765  0.783  -0.14
C  -13.511  -1.225  1.790  -0.13
C  -11.916  0.583  1.885  -0.13
C  1.269  1.272  -4.618  -0.22
C  -0.673  1.720  3.077  -0.15
C  10.515  -0.149  3.436  -0.14
C  -4.647  -1.181  -4.570  0.01
C  -0.022  2.102  -4.410  -0.20
C  6.366  -0.519  -4.017  -0.14
C  -4.273  0.274  -4.836  -0.34
C  8.045  -3.881  1.665  -0.13
C  -5.322  -0.252  -2.423  -0.36
C  10.016  -3.361  2.954  -0.13
C  3.754  1.035  -4.215  -0.16
C  -2.453  1.916  -3.765  -0.14
C  -11.110  -4.144  0.993  -0.15
H  -13.541  -2.177  2.336  0.07
H  -10.190  -1.671  -2.292  0.07
H  6.396  -1.551  -3.612  0.09
H  7.872  0.142  -0.949  0.07
H  7.080  -3.827  2.180  0.07
H  -0.058  2.547  -3.403  0.10
H  -1.589  1.423  -5.726  0.11
H  8.490  0.179  5.155  0.08
H  -12.336  1.256  1.127  0.09
H  2.581  -1.692  1.282  0.08
H  -8.614  -0.960  -2.010  0.06
H  -12.363  0.814  2.855  0.08
H  -2.710  2.931  -4.094  0.13
H  10.719  -0.840  4.265  0.08
H  2.298  1.768  -2.713  0.09
H  5.796  -0.571  -4.964  0.08
H  3.790  3.412  0.273  0.09
H  0.996  2.228  5.008  0.09
H  11.110  -0.441  2.569  0.06
H  9.525  -2.227  -0.449  0.08
H  0.951  3.649  3.950  0.08
H  2.401  2.641  4.054  0.07
H  0.447  4.623  1.707  0.07
H  7.124  -1.403  -0.481  0.07
H  1.542  1.359  -5.682  0.11
H  4.407  0.815  1.478  0.07
H  -8.924  -0.276  1.441  0.07
H  2.624  2.874  -4.131  0.11
H  -10.858  0.809  2.014  0.05
H  6.765  0.084  0.414  0.07
H  -10.047  0.082  -2.095  0.08
H  4.112  -0.856  -3.140  0.12
H  10.899  0.833  3.724  0.08
H  1.786  5.251  0.756  0.08
H  -9.649  -3.334  2.987  0.09
H  9.661  -3.605  3.962  0.09
H  -1.113  2.684  2.796  0.07
H  3.531  0.307  -5.008  0.09
H  3.769  1.064  3.130  0.07
H  8.447  -4.878  1.834  0.08
H  -11.302  -2.756  3.263  0.08
H  -1.201  0.229  -4.447  0.11
H  0.717  4.045  0.054  0.07
H  10.672  -1.461  0.658  0.06
H  10.446  -4.257  2.499  0.08
H  1.145  0.203  -4.380  0.11
H  10.075  -0.564  -0.718  0.09
H  7.854  -3.788  0.587  0.07
H  7.386  -0.214  -4.284  0.09
H  -4.464  -1.954  -5.314  0.12
H  -14.058  -1.361  0.851  0.07
H  -1.012  1.459  4.082  0.08
H  -10.439  -4.889  1.427  0.08
H  -14.062  -0.498  2.383  0.08
H  3.701  4.591  1.608  0.08
H  2.944  -0.619  -0.088  0.07
H  -9.496  0.961  0.286  0.08
H  4.103  2.953  1.964  0.05
H  8.875  1.680  4.284  0.08
H  4.049  -0.544  2.551  0.08
H  4.012  0.622  -2.061  0.10
H  7.377  0.834  3.945  0.06
H  -0.010  2.915  -5.155  0.11
H  -8.053  -0.006  -0.030  0.06
H  -5.426  -2.438  -3.085  0.12
H  -3.775  1.182  -1.538  0.13
H  -9.993  -1.622  2.900  0.06
H  1.273  -0.906  0.418  0.07
H  -12.118  -4.298  1.399  0.07
H  -1.072  0.958  2.398  0.08
H  10.853  -2.667  3.029  0.05
H  -11.149  -4.339  -0.085  0.08
H  4.521  1.728  -4.586  0.11
H  -2.006  1.984  -2.760  0.11

Values from the calculation:
- 2S+1 = 1
- SMILES = COCCCCCCCC1=CC(=O)C=CC1=O.CN(C)P(=O)(N(C)C)N(C)C.CN(C)P(=O)(N(C)C)N(C)C.CN(C)P(=O)(N(C)C)N(C)C
- frontier orbital gap (eV) = 6.86
- energy (eV) = -87936.2636
- maximum force (eV/A) = 6.656

***

ORCA calculation (ωB97M-V/def2-TZVPD) on C32H75FeN10O11 as an isolated structure.

Each line ends with the Löwdin charge.
Cartesian coordinates (Å):
Fe  -22.452  22.903  -16.252  0.98
O  -21.127  21.242  -15.954  -0.35
O  -19.241  13.200  -18.012  0.00
O  -15.814  21.777  -17.115  -0.01
O  -24.928  19.413  -15.141  -0.01
O  -22.090  22.948  -18.403  -0.09
O  -23.873  14.702  -14.873  -0.01
O  -18.109  23.263  -10.581  0.00
O  -24.697  19.781  -18.471  0.02
O  -22.698  23.016  -14.190  -0.12
O  -20.930  24.492  -16.211  -0.09
O  -12.538  20.033  -12.313  0.01
N  -18.559  22.960  -12.741  -0.16
N  -22.776  19.297  -19.515  -0.19
N  -23.380  23.984  -12.159  -0.14
N  -19.303  15.269  -18.952  -0.18
N  -22.123  16.098  -15.208  -0.15
N  -15.364  24.062  -16.874  -0.18
N  -14.711  20.532  -12.903  -0.19
N  -21.890  23.300  -20.722  -0.13
N  -20.409  26.456  -17.358  -0.15
N  -23.860  19.575  -12.995  -0.17
C  -16.176  22.950  -16.935  -0.30
C  -22.476  23.995  -21.900  -0.02
C  -16.017  25.398  -16.795  -0.05
C  -18.711  16.097  -17.917  -0.05
C  -13.535  19.910  -13.020  -0.36
C  -22.071  23.874  -11.423  0.01
C  -21.064  15.067  -15.499  -0.02
C  -23.317  18.291  -20.404  -0.02
C  -23.539  23.644  -13.474  -0.20
C  -22.495  23.347  -19.504  -0.27
C  -22.775  20.308  -12.372  -0.07
C  -21.559  17.475  -15.424  -0.03
C  -21.366  19.369  -19.408  -0.08
C  -18.858  20.089  -16.173  -0.05
C  -19.989  16.031  -20.040  -0.06
C  -24.141  19.901  -14.294  -0.33
C  -24.366  24.694  -11.376  -0.05
C  -24.572  18.478  -12.259  -0.01
C  -20.489  22.740  -20.774  -0.01
C  -18.452  23.413  -14.142  -0.04
C  -19.860  21.190  -16.555  -0.42
C  -19.599  25.799  -18.397  0.00
C  -19.286  21.676  -12.621  -0.03
C  -20.226  27.919  -17.307  -0.03
C  -19.632  13.944  -18.922  -0.31
C  -23.485  19.956  -18.572  -0.32
C  -15.631  20.489  -14.052  -0.04
C  -20.970  25.744  -16.376  -0.25
C  -23.394  15.841  -14.957  -0.35
C  -18.018  23.671  -11.735  -0.35
C  -13.948  24.141  -16.837  -0.06
C  -15.056  21.322  -11.746  -0.04
H  -18.130  16.916  -18.343  0.09
H  -17.102  25.328  -16.722  0.05
H  -13.532  19.352  -13.969  0.13
H  -20.857  19.002  -20.299  0.09
H  -21.248  20.448  -19.506  0.05
H  -13.725  24.715  -15.937  0.09
H  -21.314  23.537  -12.132  0.07
H  -21.767  24.847  -11.037  0.10
H  -22.125  23.105  -10.652  0.10
H  -17.244  23.150  -16.756  0.11
H  -20.142  21.063  -17.600  0.06
H  -20.806  15.017  -16.556  0.06
H  -19.297  19.121  -16.413  0.05
H  -14.886  22.388  -11.900  0.09
H  -17.752  24.245  -14.066  0.08
H  -19.693  21.505  -11.624  0.09
H  -20.621  17.507  -14.869  0.08
H  -23.458  20.722  -14.564  0.09
H  -16.013  21.500  -14.187  0.07
H  -24.115  17.882  -19.784  0.09
H  -20.407  22.077  -21.635  0.10
H  -25.413  18.075  -12.824  0.09
H  -19.439  16.522  -17.226  0.05
H  -24.457  24.062  -13.915  0.15
H  -18.092  15.486  -17.260  0.10
H  -15.196  20.133  -14.985  0.08
H  -21.920  24.916  -22.072  0.09
H  -25.034  18.946  -11.389  0.08
H  -22.811  20.615  -18.004  0.10
H  -19.434  22.191  -16.487  0.06
H  -21.392  14.073  -15.193  0.09
H  -19.665  26.404  -19.301  0.10
H  -20.030  21.497  -13.397  0.06
H  -15.878  25.931  -17.735  0.09
H  -22.276  18.211  -15.062  0.06
H  -22.409  23.450  -22.842  0.10
H  -20.111  22.260  -19.871  0.08
H  -20.119  15.532  -21.000  0.09
H  -23.932  16.799  -14.889  0.12
H  -23.211  21.070  -11.727  0.08
H  -23.881  17.676  -12.003  0.09
H  -22.158  20.743  -13.158  0.05
H  -20.034  24.831  -18.648  0.07
H  -16.491  19.901  -13.731  0.08
H  -21.503  26.419  -15.690  0.15
H  -13.475  23.161  -16.781  0.10
H  -23.558  23.595  -19.650  0.15
H  -22.562  17.548  -20.661  0.07
H  -20.278  13.658  -19.767  0.14
H  -18.567  25.774  -18.048  0.07
H  -19.854  23.621  -20.865  0.08
H  -14.607  20.896  -10.848  0.10
H  -21.404  17.662  -16.487  0.07
H  -19.304  16.832  -20.317  0.08
H  -17.437  24.550  -12.054  0.14
H  -23.523  24.254  -21.739  0.09
H  -16.136  21.319  -11.601  0.07
H  -24.016  25.697  -11.131  0.09
H  -24.536  24.314  -10.369  0.10
H  -17.965  20.156  -16.795  0.07
H  -13.442  24.675  -17.641  0.10
H  -18.595  20.168  -15.118  0.05
H  -20.970  16.348  -19.686  0.07
H  -19.424  23.703  -14.541  0.07
H  -25.282  24.922  -11.921  0.10
H  -22.034  19.723  -11.828  0.10
H  -15.570  25.891  -15.932  0.09
H  -20.669  28.428  -18.163  0.10
H  -20.895  18.907  -18.540  0.08
H  -20.145  15.250  -14.942  0.09
H  -23.787  18.654  -21.317  0.09
H  -20.758  28.320  -16.444  0.09
H  -19.200  28.267  -17.193  0.10
H  -18.022  22.669  -14.812  0.05
H  -18.599  20.901  -12.960  0.07

Values from the calculation:
- 2S+1 = 5
- charge = +1
- frontier orbital gap (spin up / spin down) (eV) = 7.17 / 6.86
- <S²> = 6.0101
- energy (eV) = -106202.2439
- maximum force (eV/A) = 4.285

***

Which of these has the lowest maximum force?
C32H75FeN10O11